Formula: C7H9N3O2S
Source: the Open Molecules 2025 dataset
Level of theory: wB97M-V/def2-TZVPD

```
22
Properties=species:S:1:pos:R:3:forces:R:3:lowdin_charge:R:1
C -1.578118 1.327737 0.351379 0.04 1.14 -1.25 -0.080
C -0.090703 1.125987 0.733863 0.49 0.17 0.54 -0.434
C 0.506624 2.463996 1.222944 -3.54 0.84 0.52 -0.105
N 0.777496 0.654216 -0.408310 -1.99 1.59 -1.09 0.009
C 0.506085 -0.657614 -0.781633 -1.51 -2.10 -3.90 -0.246
C 0.535174 -1.900787 -0.216919 -1.21 -0.74 0.30 -0.125
C 0.955062 -2.339115 1.245131 0.68 -0.79 -4.41 -0.741
O 1.593886 -3.411306 1.246073 -0.08 -0.38 0.94 -0.092
O 0.672463 -1.527909 2.091311 -0.53 1.48 3.17 -0.046
C -0.045290 -2.820640 -1.168208 1.61 0.79 -1.42 -0.158
N -0.182809 -2.278702 -2.435169 -0.76 -0.65 2.74 -0.068
N -0.042417 -0.983263 -2.257477 2.03 2.43 3.20 -0.613
S 0.027295 0.284317 -3.475587 -0.23 -0.54 0.12 0.094
H -1.693256 0.969730 -0.675512 0.20 0.48 -0.44 0.042
H -2.190049 0.543498 0.793338 -0.51 0.75 0.98 0.058
H -1.930948 2.491216 0.341465 0.52 -2.98 0.49 0.109
H 0.015343 0.330591 1.491006 -0.12 0.49 -0.14 0.100
H 0.400342 3.200269 0.365035 0.13 -0.44 1.24 0.081
H 1.480719 2.357802 1.499339 2.98 -0.38 0.31 0.006
H 0.017308 2.842956 2.246774 0.43 -0.57 -2.40 0.102
H 0.372297 1.220794 -1.236163 1.42 -0.95 0.86 0.037
H -0.106505 -3.893773 -0.972680 -0.02 0.39 -0.39 0.071
```
Positions in Å, forces in eV/Å.

## Properties
HOMO, eV: 0.34
Net charge: -2
Frontier orbital gap, hartree: 0.1971
Calculated total energy, Ha: -985.0043

Formula: C48H34N4RuS2
Source: the Open Molecules 2025 dataset
Level of theory: wB97M-V/def2-TZVPD

```
89
Properties=species:S:1:pos:R:3:forces:R:3:lowdin_charge:R:1
Ru 0.192885 0.036552 0.024406 0.24 0.10 -0.01 0.999
C 3.099627 -6.498778 -3.038262 -0.01 0.01 0.02 -0.090
C 2.080549 -6.585037 -2.098790 0.00 0.05 -0.01 -0.076
C 1.544329 -5.429965 -1.545757 0.03 -0.04 0.00 -0.027
C 2.020093 -4.181064 -1.933073 -0.06 0.03 0.07 -0.216
C 3.041656 -4.099198 -2.872689 0.01 0.01 -0.06 -0.029
C 3.580135 -5.254547 -3.423167 -0.02 0.01 0.03 -0.076
C 1.436879 -2.943905 -1.334759 -0.16 0.03 -0.25 -0.059
C 1.786401 -2.653176 -0.008610 0.21 -0.20 0.42 -0.243
C 2.844225 -3.289848 0.692285 -0.37 0.01 -0.47 0.005
C 3.170948 -2.476200 1.743135 -0.15 0.59 0.29 -0.029
C 2.299635 -1.351082 1.683962 0.32 -0.57 0.15 -0.284
C 2.377973 -0.159677 2.504486 0.44 -0.02 -0.02 -0.071
C 3.631499 0.416686 2.923591 -0.30 -0.09 -0.25 -0.161
C 4.863370 -0.004862 2.376109 0.10 -0.02 -0.02 -0.032
C 6.056623 0.576901 2.760031 -0.05 -0.04 -0.02 -0.081
C 6.074464 1.611955 3.688282 0.00 0.00 -0.01 -0.090
C 4.870534 2.076714 4.203951 -0.07 0.00 -0.01 -0.083
C 3.672259 1.501687 3.824208 0.03 0.11 0.06 -0.022
C 1.092566 0.370689 2.923022 -0.53 0.12 0.34 -0.235
N 0.079923 0.498347 2.063414 0.28 0.10 0.29 0.000
C -1.050152 0.756948 2.821066 -0.46 0.23 -0.05 -0.227
C -2.351056 0.821314 2.325773 0.43 0.06 0.56 -0.058
C -3.434343 1.203716 3.279374 0.05 -0.13 -0.01 -0.216
C -3.516778 2.498631 3.779870 0.04 0.04 0.01 -0.028
C -4.530796 2.845507 4.661935 0.00 -0.02 -0.01 -0.076
C -5.464874 1.897754 5.056861 0.02 -0.02 -0.01 -0.089
C -5.384441 0.601702 4.564569 0.03 0.01 -0.02 -0.076
C -4.373932 0.256429 3.677787 -0.06 0.04 -0.02 -0.029
C -2.719386 0.560595 1.012306 -0.23 -0.04 -0.64 -0.237
C -4.005325 0.896928 0.471713 0.29 -0.04 0.36 0.012
C -3.920145 0.756501 -0.871228 0.31 -0.09 -0.35 0.008
C -2.597179 0.268645 -1.166985 -0.35 0.05 -0.09 -0.276
N -1.889039 0.122740 -0.002342 -0.45 0.19 0.11 -0.067
C -2.129857 -0.006647 -2.462448 -0.25 0.14 0.16 -0.085
C -0.961986 -0.765403 -2.677275 0.25 -0.22 -0.32 -0.234
C -0.759432 -1.625745 -3.824359 -0.18 0.25 0.14 0.009
C 0.201264 -2.509718 -3.474046 0.14 -0.03 0.28 0.007
C 0.622030 -2.167387 -2.138237 0.25 -0.07 -0.17 -0.225
N -0.054539 -1.032226 -1.724752 -0.10 -0.13 -0.33 -0.013
C -2.953991 0.336871 -3.651220 0.06 0.01 0.00 -0.202
C -4.207411 -0.225797 -3.883839 -0.02 -0.02 0.02 -0.043
C -4.931141 0.105653 -5.021116 0.03 0.00 0.01 -0.079
C -4.407181 0.998108 -5.945668 0.03 0.00 0.01 -0.091
C -3.152648 1.553890 -5.731182 -0.01 -0.01 0.04 -0.076
C -2.431179 1.223985 -4.592698 -0.02 -0.03 0.01 -0.023
C -0.688325 0.834747 4.198251 -0.04 0.01 -0.12 0.005
C 0.652273 0.585386 4.267651 0.16 -0.04 -0.17 -0.020
N 1.393614 -1.519746 0.688104 0.42 -0.07 -0.15 -0.071
H 3.519394 -7.399318 -3.468000 -0.01 0.01 0.00 0.101
H 1.701138 -7.552692 -1.795823 0.00 0.01 0.00 0.103
H 0.750262 -5.490341 -0.811295 0.01 0.00 -0.01 0.124
H 3.412902 -3.124971 -3.168292 -0.01 -0.01 0.01 0.126
H 4.377194 -5.181544 -4.152126 -0.01 0.00 0.01 0.103
H 3.310769 -4.218465 0.404022 0.00 0.03 -0.01 0.116
H 3.937487 -2.628055 2.485494 -0.04 -0.01 0.00 0.112
H 4.870430 -0.770819 1.614675 0.02 0.03 0.01 0.099
H 6.983201 0.231863 2.317988 -0.02 0.00 0.00 0.103
H 7.010427 2.067591 3.984478 -0.01 -0.01 0.01 0.099
H 4.865818 2.904950 4.901564 -0.01 -0.01 -0.01 0.103
H 2.749568 1.908508 4.210602 -0.01 -0.01 0.02 0.097
H -2.785511 3.234828 3.467787 -0.01 -0.02 0.00 0.125
H -4.592422 3.858360 5.039068 0.01 -0.01 0.00 0.103
H -6.253257 2.167817 5.747572 0.00 0.00 -0.01 0.101
H -6.109740 -0.141570 4.870069 0.01 0.00 0.00 0.103
H -4.307326 -0.751510 3.285999 0.00 0.01 0.02 0.124
H -4.845251 1.241263 1.053070 0.02 0.01 -0.03 0.117
H -4.676988 0.973661 -1.605856 0.01 -0.01 0.01 0.108
H -1.340625 -1.597708 -4.732275 -0.01 0.01 0.04 0.113
H 0.561666 -3.354873 -4.037898 0.01 0.02 0.01 0.115
H -4.608539 -0.940585 -3.175010 0.01 0.02 0.00 0.121
H -5.902325 -0.342304 -5.190166 0.01 0.00 0.01 0.103
H -4.971921 1.255088 -6.832538 0.01 0.00 0.00 0.100
H -2.736958 2.248377 -6.450229 0.00 0.00 0.01 0.102
H -1.453115 1.656164 -4.414263 -0.01 0.00 -0.03 0.120
H -1.371346 1.011349 5.013590 0.00 0.00 -0.03 0.116
H 1.263745 0.504780 5.151293 0.01 -0.01 -0.02 0.109
C 3.637256 2.782339 -1.836791 -0.06 -0.03 0.02 -0.125
C 2.336426 2.224291 -1.312352 0.13 0.05 -0.04 -0.744
S 2.389361 0.662901 -0.662329 -0.25 -0.12 0.07 0.828
C 1.158042 2.930591 -1.335766 -0.03 0.15 -0.04 -0.756
C 1.044579 4.324874 -1.898806 0.00 -0.07 0.01 -0.115
S -0.264786 2.254313 -0.713790 -0.02 -0.25 0.10 0.801
H 4.454744 2.092722 -1.635032 -0.01 0.00 0.00 0.059
H 3.874068 3.736390 -1.362389 0.00 -0.01 0.00 0.081
H 3.590094 2.946434 -2.915844 -0.02 0.00 0.02 0.086
H 2.020431 4.756477 -2.113723 -0.01 -0.01 0.01 0.065
H 0.521811 4.980763 -1.201639 0.00 -0.02 0.00 0.074
H 0.467126 4.313537 -2.825860 0.01 0.00 0.00 0.079
```
Positions in Å, forces in eV/Å.

## Properties
HOMO (alpha / beta), eV: -5.65 / -7.11
Spin multiplicity: 5
⟨S²⟩: 6.14
Frontier orbital gap (alpha / beta), hartree: 0.1812 / 0.1723
Calculated total energy, Ha: -2959.8251

Formula: C31H29BrN5O4W
Source: the Open Molecules 2025 dataset
Level of theory: wB97M-V/def2-TZVPD

```
71
Properties=species:S:1:pos:R:3:forces:R:3:lowdin_charge:R:1
W -0.211923 0.515523 0.390185 1.44 2.14 0.70 1.692
O -0.282323 -1.237877 -0.056315 -1.32 -4.23 -0.69 -0.252
C -1.089623 -2.295177 0.070185 -0.60 0.91 0.47 -0.295
C -0.780023 -3.526977 -0.506215 0.22 -0.46 -0.20 -0.052
C -1.666123 -4.589677 -0.445915 0.38 0.67 0.05 -0.053
C -2.891023 -4.432477 0.204585 -0.22 -0.08 0.15 -0.075
C -3.198123 -3.251577 0.826785 0.24 0.22 -0.02 -0.018
C -2.318023 -2.139577 0.797885 0.78 -0.91 -0.70 -0.141
C -2.671223 -0.957177 1.468285 1.06 2.10 -0.02 -0.057
N -1.944823 0.174523 1.490185 -1.28 -1.94 0.51 -0.171
C -2.452223 1.260623 2.317885 0.20 0.66 0.17 -0.171
C -1.252723 2.175323 2.616085 -0.25 -0.25 0.46 -0.182
N -0.521723 2.298323 1.358685 -0.47 2.98 -0.26 -0.144
C -0.307823 3.551323 0.929085 -0.62 -2.15 1.38 -0.040
C 0.159877 3.889323 -0.354415 0.69 -0.06 -1.73 -0.135
C 0.228477 5.246323 -0.750015 -0.11 -0.60 0.25 -0.020
C 0.557077 5.597423 -2.034415 0.08 0.10 -0.28 -0.075
C 0.881177 4.615223 -2.973515 -0.11 -0.04 0.38 -0.054
C 0.868977 3.280723 -2.612915 -0.02 -0.30 -0.01 -0.003
C 0.498177 2.893123 -1.324915 -0.35 1.09 0.72 -0.259
O 0.438177 1.606923 -0.982515 0.49 0.51 -0.90 -0.268
H 0.159377 -3.617577 -1.038015 0.01 -0.01 -0.03 0.123
H -1.414423 -5.530677 -0.909215 0.05 -0.07 -0.07 0.113
H -3.593023 -5.249977 0.225885 -0.08 -0.09 0.05 0.109
H -4.134423 -3.151477 1.354785 -0.13 0.03 0.06 0.118
H -3.612423 -0.975377 2.010285 -0.01 0.18 0.03 0.139
H -2.900123 0.884823 3.247485 0.11 0.02 -0.23 0.125
H -3.217023 1.830323 1.767685 0.17 -0.14 0.06 0.134
H -0.606423 1.700023 3.369985 -0.17 0.12 -0.27 0.109
H -1.590623 3.152423 2.985485 0.10 -0.22 -0.10 0.124
H -0.573023 4.371623 1.592585 0.04 -0.14 0.07 0.132
H -0.013723 6.006223 -0.021415 -0.06 0.09 0.06 0.117
H 0.551777 6.635223 -2.332715 0.06 0.06 0.05 0.109
H 1.134877 4.904523 -3.983315 0.05 -0.05 -0.03 0.112
H 1.130277 2.510723 -3.326115 0.03 -0.05 -0.01 0.114
C -0.511223 -1.005977 5.217885 -0.11 0.18 0.01 -0.022
O 0.427377 -1.850977 4.551485 0.17 -0.20 0.05 -0.002
C 0.659877 -1.579877 3.268785 -0.13 0.53 -0.63 -0.529
O 0.146377 -0.630977 2.677885 0.17 -0.43 0.47 -0.018
N 1.504977 -2.468377 2.720985 0.39 -0.54 -0.01 0.042
N 1.803777 -2.410677 1.354885 0.27 -0.43 0.31 0.076
H -0.779423 -1.517777 6.139185 0.05 0.02 -0.09 0.102
H -1.388423 -0.860477 4.585985 0.01 0.00 0.12 0.084
H -0.058323 -0.039177 5.446385 -0.02 -0.07 -0.03 0.100
H 1.905577 -3.184777 3.322285 -0.19 0.25 -0.21 0.166
H 1.520077 -3.275777 0.898185 0.10 0.16 0.25 0.088
H 2.798077 -2.249077 1.206185 -0.25 0.04 0.12 0.105
N -1.856523 0.590323 -1.242315 0.07 -1.10 -2.74 0.153
C -1.634523 0.097023 -2.285615 -1.27 1.79 3.29 -0.090
C -1.257623 -0.568177 -3.439915 0.45 -1.20 -1.89 -0.197
C -0.818223 0.108723 -4.596115 -0.22 -0.11 0.70 -0.006
C -0.344123 -0.621177 -5.664315 0.09 -0.16 -0.24 -0.057
C -0.298823 -2.011277 -5.613415 -0.10 0.16 0.21 -0.043
C -0.761223 -2.684577 -4.488215 0.07 -0.07 -0.29 -0.052
C -1.259223 -1.980777 -3.417215 -0.05 0.74 0.19 -0.005
H -0.863023 1.187823 -4.630515 0.06 0.05 0.01 0.119
H 0.002577 -0.109277 -6.550715 -0.02 0.04 -0.02 0.115
H 0.083077 -2.568677 -6.454715 0.05 -0.03 -0.07 0.114
H -0.730623 -3.763377 -4.450215 -0.05 -0.07 -0.03 0.114
H -1.642023 -2.489877 -2.547215 0.00 -0.04 0.03 0.099
Br 6.603477 1.050623 0.717985 -0.29 -0.06 0.03 0.730
C 4.713077 0.810223 0.771885 0.20 0.02 0.10 -0.690
C 3.995677 1.217223 1.881885 0.21 -0.04 -0.14 -0.131
C 2.615077 1.085923 1.881985 -0.61 -0.11 -0.07 -0.108
C 1.902577 0.535423 0.810285 0.73 0.53 0.30 -0.278
C 2.687577 0.104523 -0.279015 -0.47 -0.04 -0.03 -0.144
C 4.065077 0.241323 -0.312815 -0.02 -0.05 0.03 -0.136
H 4.506377 1.657923 2.722585 0.06 0.06 0.11 0.100
H 2.073977 1.445723 2.751385 -0.02 0.01 0.01 0.095
H 2.191877 -0.339577 -1.149815 0.24 0.14 0.18 0.100
H 4.631477 -0.067077 -1.178015 0.04 -0.07 -0.08 0.100
```
Positions in Å, forces in eV/Å.

## Properties
HOMO (alpha / beta), eV: -8.97 / -8.97
Net charge: +1
Frontier orbital gap (alpha / beta), hartree: 0.2094 / 0.2094
Calculated total energy, Ha: -4414.3423

Formula: C3H4N2O
Source: the Open Molecules 2025 dataset
Level of theory: wB97M-V/def2-TZVPD

```
10
Properties=species:S:1:pos:R:3:forces:R:3:lowdin_charge:R:1
O 2.216365 -0.418236 0.007760 0.05 0.18 -0.02 0.056
C 0.893937 -0.138925 0.000379 -0.19 -0.10 0.02 -0.432
C -0.136183 -1.029184 0.130481 0.10 0.02 0.00 -0.043
N -1.271630 -0.239199 0.055719 0.00 0.06 -0.01 0.033
C -0.869370 1.040022 -0.110108 -0.09 0.04 -0.01 -0.206
N 0.441910 1.138030 -0.147820 -0.12 -0.17 0.02 0.109
H 2.666659 0.429822 -0.110922 0.00 -0.14 0.02 0.108
H -0.166486 -2.098584 0.262264 0.02 0.16 -0.02 0.112
H -2.223131 -0.563459 0.112814 0.14 0.07 -0.01 0.146
H -1.563864 1.864741 -0.200344 0.11 -0.13 0.02 0.117
```
Positions in Å, forces in eV/Å.

## Properties
HOMO, eV: -8.28
Frontier orbital gap, hartree: 0.3386
ΔE to the lowest compared entry with this formula, charge and spin, kcal/mol: 10.2
Calculated total energy, Ha: -301.4710

Formula: C5H7N
Source: the Open Molecules 2025 dataset
Level of theory: wB97M-V/def2-TZVPD

```
13
Properties=species:S:1:pos:R:3:forces:R:3:lowdin_charge:R:1
C -0.010866 1.858817 -0.600607 0.06 0.11 0.03 -0.081
C 0.339605 0.512308 -0.054022 -0.08 0.08 -0.23 -0.335
C 1.426422 -0.215517 -0.479883 -0.42 -0.13 0.07 -0.062
C 0.998541 -1.528915 -0.139080 -0.08 -0.28 -0.01 -0.127
N -0.230389 -1.641525 0.379876 0.30 -0.06 0.14 0.009
C -0.699489 -0.300135 0.689518 0.01 0.01 -0.14 -0.140
H 0.816549 2.186100 -1.233089 -0.12 0.07 0.14 0.071
H -0.249068 2.634412 0.135415 0.04 -0.14 0.03 0.075
H -0.898146 1.729352 -1.237235 0.10 0.14 0.09 0.082
H 1.548033 -2.453879 -0.314862 -0.07 0.09 0.09 0.105
H -0.644060 -2.494471 0.723336 0.10 0.07 0.06 0.139
H -0.675717 -0.176751 1.782597 -0.01 0.13 -0.19 0.135
H -1.721420 -0.109792 0.348035 0.15 -0.10 -0.07 0.127
```
Positions in Å, forces in eV/Å.

## Properties
HOMO, eV: -7.39
Frontier orbital gap, hartree: 0.2813
ΔE to the lowest compared entry with this formula, charge and spin, kcal/mol: 74.2
Calculated total energy, Ha: -249.3549

Formula: C2H4N4O2
Source: the Open Molecules 2025 dataset
Level of theory: wB97M-V/def2-TZVPD

```
12
Properties=species:S:1:pos:R:3:forces:R:3:lowdin_charge:R:1
O -1.776689 -0.042142 -2.300266 0.37 -0.87 -0.78 -0.063
N -0.984015 0.761463 -1.517636 -0.95 -0.79 1.45 0.009
C -0.389228 0.108748 -0.580464 1.24 -0.43 -1.59 -0.443
N 0.074047 -1.290411 -0.335165 -0.08 1.27 1.93 0.160
C 0.854865 -1.158415 0.716651 -1.51 -0.30 -1.47 -0.101
N 1.087909 0.168618 1.253996 0.55 -0.90 -4.66 -0.160
O 0.559922 0.404135 2.498499 0.16 0.93 0.70 -0.003
N 0.530708 0.824565 0.039945 2.25 7.46 2.98 0.007
H -1.258783 -0.860106 -2.240826 -0.84 -0.63 -0.70 0.070
H 1.414908 -2.010852 1.076733 -0.15 0.09 0.40 0.120
H 1.289486 0.961413 2.855192 -0.99 -0.52 0.18 0.125
H 0.534152 2.061953 -0.182061 -0.05 -5.33 1.54 0.280
```
Positions in Å, forces in eV/Å.

## Properties
HOMO, eV: -8.42
Frontier orbital gap, hartree: 0.3052
ΔE to the lowest compared entry with this formula, charge and spin, kcal/mol: 144.3
Calculated total energy, Ha: -447.8725

Number 1: largest force on an atom 4.7 eV/A. Number 2: largest force on an atom 0.7 eV/A. Number 3: largest force on an atom 4.5 eV/A. Number 4: largest force on an atom 0.2 eV/A. Number 5: largest force on an atom 0.4 eV/A. Number 6: largest force on an atom 8.3 eV/A.